# C5H11NO

An isolated molecule of C5H11NO (wB97M-V/def2-TZVPD, the OMol25 dataset).

The calculation puts the HOMO-LUMO gap at 10.24 eV. Its SMILES is CC[C@H]1C[C@H](O)N1. As for the highest occupied orbital energy: -0.3374 hartree. The calculation puts the LUMO energy at 1.055 eV. The calculated total energy comes out at -327.07695 Ha. The energy above the lowest of the compared OMol25 structures with the same formula, charge and spin is 34.13 kcal per mole.

```
! RIJCOSX wB97M-V def2-TZVPD def2/J DEFGRID3
* xyz 0 1
C 1.30 -1.85 -0.96
C -0.07 -1.36 -0.51
C -0.15 0.15 -0.42
C -1.38 0.75 0.29
N 0.74 0.82 0.57
C -0.39 1.49 1.22
O -0.36 2.89 1.11
H 1.57 -1.41 -1.93
H 2.08 -1.58 -0.25
H 1.31 -2.94 -1.08
H -0.85 -1.69 -1.22
H -0.33 -1.80 0.46
H 0.03 0.57 -1.42
H -0.21 3.09 0.18
H -2.05 1.39 -0.31
H -1.99 0.00 0.81
H 1.24 0.18 1.17
H -0.48 1.30 2.29
*
```


# C2H8N2O2

A cluster of 2 separate species, C2H8N2O2 in total (wB97M-V/def2-TZVPD, the OMol25 dataset).

The calculation puts the HOMO-LUMO gap at 10.35 eV. Its SMILES is NC=O.NCO. As for the highest occupied orbital energy: -0.3549 hartree. The calculation puts the LUMO energy at 0.694 eV. The calculated total energy comes out at -340.98446 Ha. The energy above the lowest of the compared OMol25 structures with the same formula, charge and spin is 28.85 kcal per mole.

```
! RIJCOSX wB97M-V def2-TZVPD def2/J DEFGRID3
* xyz 0 1
N -0.49 -1.73 0.88
C -0.64 -0.51 1.58
O 0.37 -0.10 2.50
H -0.24 -2.50 1.49
H 0.25 -1.63 0.20
H -1.51 -0.60 2.24
H -0.91 0.35 0.96
H 1.27 -0.06 2.21
C 0.61 0.70 -1.67
N 0.14 1.97 -1.82
O -0.01 -0.30 -1.88
H 1.65 0.65 -1.31
H -0.84 2.18 -1.96
H 0.54 2.71 -1.27
*
```


# C12H30BrN2O4Sr

A structure of composition C12H30BrN2O4Sr (wB97M-V/def2-TZVPD, the OMol25 dataset).

The calculation puts the HOMO-LUMO gap at 8.61 eV. As for the highest occupied orbital energy: -0.4084 hartree. The calculation puts the LUMO energy at -2.507 eV. The calculated total energy comes out at -3490.21427 Ha. The energy above the lowest of the compared OMol25 structures with the same formula, charge and spin is 57.98 kcal per mole.

```
! RIJCOSX wB97M-V def2-TZVPD def2/J DEFGRID3
* xyz 1 1
Sr 0.82 0.42 -0.39
Br 2.45 2.59 0.67
C 1.68 -1.29 2.72
O 0.89 -0.33 2.16
C -0.07 0.21 3.05
C -0.99 1.20 2.28
N -1.56 0.77 0.95
C -2.27 -0.53 1.12
C -3.68 -0.39 1.77
O -4.62 0.12 0.80
C -5.84 0.67 1.34
H 2.51 -0.88 3.30
H 2.20 -2.01 2.08
H 1.13 -1.85 3.48
H 0.47 0.69 3.86
H -0.64 -0.65 3.41
H -0.46 2.14 2.10
H -1.76 1.44 3.02
H -2.34 1.37 0.73
H -1.69 -1.35 1.53
H -2.46 -0.85 0.09
H -3.51 0.22 2.66
H -4.01 -1.35 2.15
H -6.41 0.05 2.04
H -6.55 1.00 0.58
H -5.59 1.64 1.77
C 0.46 -3.22 -0.51
O 1.27 -2.03 -0.34
C 2.70 -2.20 -0.72
C 2.68 -1.54 -2.11
N 2.51 -0.04 -2.10
C 2.37 0.56 -3.43
C 2.04 1.99 -3.27
O 0.79 2.12 -2.62
C 0.45 3.47 -2.36
H -0.61 -3.08 -0.35
H 0.80 -4.05 0.10
H 0.73 -3.56 -1.51
H 3.07 -3.20 -0.96
H 3.33 -1.87 0.11
H 2.02 -2.08 -2.79
H 3.59 -1.65 -2.70
H 3.46 0.27 -2.02
H 1.54 0.02 -3.89
H 3.16 0.49 -4.18
H 2.13 2.50 -4.23
H 2.76 2.48 -2.62
H 0.60 4.10 -3.23
H 1.05 3.89 -1.56
H -0.57 3.56 -1.98
*
```


# C19H27Br27FO5PS2

A structure of composition C19H27Br27FO5PS2 (wB97M-V/def2-TZVPD, the OMol25 dataset).

The calculation puts the HOMO-LUMO gap at 8.76 eV. As for the highest occupied orbital energy: -0.3364 hartree. The calculation puts the LUMO energy at -0.396 eV. The calculated total energy comes out at -71852.23732 Ha.

```
! RIJCOSX wB97M-V def2-TZVPD def2/J DEFGRID3
* xyz 0 1
C 3.62 1.64 0.58
C 2.40 1.96 -0.29
C 2.16 1.03 -1.50
C 0.89 1.55 -2.20
O 0.73 0.91 -3.45
C -0.53 1.15 -4.05
C 3.41 1.02 -2.42
C 3.56 2.30 -3.29
C 4.82 3.03 -2.93
O 5.91 2.78 -3.25
F 4.58 4.08 -2.11
C 3.51 -0.25 -3.27
S 3.78 -1.68 -2.25
O 3.06 -2.79 -2.79
O 5.16 -1.79 -1.90
O 3.05 -1.21 -0.90
C 1.86 -0.44 -1.13
P 0.74 -0.81 0.29
S 1.45 -0.75 2.10
H 3.77 0.56 0.73
H 4.54 2.07 0.18
H 3.45 2.07 1.57
H 1.49 1.99 0.33
H 2.53 2.98 -0.68
H 0.00 1.37 -1.57
H 0.95 2.64 -2.33
H -0.91 2.16 -3.81
H -0.41 1.07 -5.13
H -1.27 0.42 -3.71
H 4.29 0.97 -1.76
H 2.72 2.98 -3.18
H 3.66 2.01 -4.35
H 4.37 -0.22 -3.95
H 2.60 -0.43 -3.85
H 1.34 -0.87 -2.00
H -0.39 0.00 0.11
H 0.29 -2.08 -0.08
C -3.02 -1.89 2.91
Br -2.04 -2.77 1.52
Br -1.86 -0.89 4.05
Br -4.43 -0.79 2.20
H -3.49 -2.65 3.51
C 3.05 4.48 4.14
Br 2.54 2.65 3.92
Br 3.22 5.36 2.43
Br 1.87 5.45 5.31
H 4.03 4.49 4.60
C -2.63 -1.33 -7.28
Br -1.25 -0.03 -7.59
Br -3.52 -1.06 -5.59
Br -3.88 -1.39 -8.73
H -2.14 -2.30 -7.23
C -7.89 -2.49 2.34
Br -9.45 -1.42 2.68
Br -7.22 -3.28 3.96
Br -8.22 -3.82 0.99
H -7.12 -1.83 1.96
C -7.65 -7.72 2.15
Br -9.03 -6.95 3.23
Br -5.97 -6.84 2.40
Br -7.50 -9.62 2.45
H -7.94 -7.58 1.12
C -0.14 -0.64 -11.47
Br -1.77 0.38 -11.50
Br 1.26 0.31 -10.56
Br -0.41 -2.39 -10.74
H 0.18 -0.76 -12.50
C 5.93 -0.35 4.87
Br 6.91 1.20 4.30
Br 5.70 -0.38 6.78
Br 4.25 -0.49 3.95
H 6.52 -1.22 4.60
C -0.62 3.00 7.42
Br -2.09 4.19 7.78
Br -0.08 2.05 9.01
Br -1.04 1.79 6.00
H 0.22 3.60 7.10
C -4.00 0.57 8.32
Br -5.45 1.79 8.62
Br -3.46 -0.30 9.95
Br -4.42 -0.71 6.95
H -3.15 1.14 7.96
*
```


# C5H11ClS2

A structure of composition C5H11ClS2 (wB97M-V/def2-TZVPD, the OMol25 dataset).

The calculation puts the HOMO-LUMO gap at 9.01 eV. As for the highest occupied orbital energy: -0.3038 hartree. The calculation puts the LUMO energy at 0.748 eV. The calculated total energy comes out at -1453.58774 Ha. The energy above the lowest of the compared OMol25 structures with the same formula, charge and spin is 50.27 kcal per mole.

```
! RIJCOSX wB97M-V def2-TZVPD def2/J DEFGRID3
* xyz 0 1
C 2.59 1.51 0.31
C 1.60 0.57 -0.41
C 3.78 0.54 0.29
C -3.21 -0.65 0.01
C -1.93 -1.15 0.66
H 2.26 1.70 1.34
H 2.76 2.48 -0.18
H 0.61 0.49 0.03
H 1.51 0.78 -1.48
H 4.33 0.44 1.23
H 4.49 0.74 -0.52
H -2.34 1.41 -0.79
H -3.30 -1.05 -1.01
H -4.06 -1.02 0.59
H -1.95 -2.24 0.75
H -1.80 -0.70 1.65
S 2.69 -0.87 -0.10
S -3.40 1.16 -0.01
Cl -0.48 -0.74 -0.30
*
```


# C6H7N

An isolated molecule of C6H7N (wB97M-V/def2-TZVPD, the OMol25 dataset).

The calculation puts the HOMO-LUMO gap (spin up / spin down) at 7.35 / 8.70 eV. As for the highest occupied orbital energy (spin up / spin down): -0.2545 / -0.2880 hartree. The calculation puts the LUMO energy (spin up / spin down) at 0.424 / 0.859 eV. The calculated total energy comes out at -287.31030 Ha. The energy above the lowest of the compared OMol25 structures with the same formula, charge and spin is 173.78 kcal per mole.

```
! RIJCOSX wB97M-V def2-TZVPD def2/J DEFGRID3
* xyz 0 1
C 2.37 -0.25 0.51
C -1.18 0.97 -0.83
C -1.35 0.68 0.65
C -0.05 -1.54 -0.34
C 1.18 0.26 0.09
C -0.25 0.02 -0.16
N 2.50 0.52 -0.57
H 2.96 -0.55 1.31
H -2.04 0.63 -1.49
H -0.82 2.00 -0.95
H -1.14 1.49 1.48
H -2.15 0.06 1.04
H 0.37 -2.10 -1.21
H -0.42 -2.19 0.46
*
```


# C2H5N2

The ion C2H5N2 with charge +1 (wB97M-V/def2-TZVPD, the OMol25 dataset).

The calculation puts the HOMO-LUMO gap at 10.17 eV. Its SMILES is N=[N+]1CC1. As for the highest occupied orbital energy: -0.5910 hartree. The calculation puts the LUMO energy at -5.915 eV. The calculated total energy comes out at -188.28568 Ha. The energy above the lowest of the compared OMol25 structures with the same formula, charge and spin is 81.46 kcal per mole.

```
! RIJCOSX wB97M-V def2-TZVPD def2/J DEFGRID3
* xyz 1 1
C -0.41 0.94 0.04
C -0.89 -0.52 0.03
N 1.81 -0.10 0.02
N 0.65 0.10 0.04
H -0.57 1.38 -0.84
H -0.54 1.50 0.88
H -1.24 -1.03 0.95
H -0.86 -1.12 -0.92
H 2.05 -1.14 -0.20
*
```